{"formula": "C18H41Br10FNO10P3S", "method": "ωB97M-V/def2-TZVPD", "symbols": ["H", "Br", "H", "H", "C", "Br", "C", "P", "C", "H", "C", "C", "Br", "H", "O", "C", "Br", "H", "H", "H", "H", "C", "H", "C", "S", "C", "Br", "H", "H", "C", "H", "H", "F", "Br", "C", "C", "H", "O", "O", "H", "C", "Br", "H", "H", "H", "C", "O", "C", "O", "H", "H", "H", "H", "O", "P", "Br", "P", "H", "O", "O", "H", "H", "Br", "H", "O", "Br", "H", "H", "H", "C", "H", "H", "H", "H", "C", "N", "H", "H", "H", "H", "O", "H", "H", "C", "H"], "coordinates": [[2.95, -3.73, -6.96], [6.17, -2.71, 5.36], [3.09, -5.82, -8.49], [2.07, 2.00, -0.17], [0.23, -2.69, -3.93], [2.42, 7.25, -0.65], [-2.85, -3.18, 0.07], [-0.06, 1.67, -2.05], [-4.90, -2.19, 1.19], [-0.77, -3.50, 0.42], [0.05, -4.16, -4.22], [-1.41, -2.66, 0.18], [-0.35, -5.15, -2.59], [-3.56, -1.10, -0.13], [0.33, 2.51, 1.58], [-0.48, 0.31, -0.93], [2.50, -2.53, 5.07], [-0.13, -0.58, -1.44], [-3.17, 6.85, 1.88], [-5.61, -1.37, 1.23], [-5.35, 6.83, 0.47], [-3.96, -2.11, -0.01], [0.84, -2.50, -3.06], [-4.34, 6.99, 0.09], [-1.34, -2.35, 2.88], [-1.17, -1.56, 1.21], [0.63, -3.04, -7.53], [2.58, 5.20, 2.58], [5.30, -2.89, 7.66], [0.15, 0.29, 0.49], [1.35, -5.60, -8.79], [3.85, 6.82, 1.31], [0.03, -2.15, 3.57], [0.26, 5.61, 1.85], [2.77, 6.84, 1.22], [4.82, -2.54, 6.75], [-4.36, -2.30, 2.13], [1.24, 1.24, -2.84], [-2.30, -1.63, 3.65], [2.37, 4.73, 0.88], [3.60, -3.36, 6.44], [-4.32, 6.32, -1.74], [-1.96, -0.82, 1.22], [-0.76, -4.36, -4.91], [1.94, 1.90, -2.70], [2.34, -3.92, -7.83], [0.12, -1.00, 1.10], [-0.50, 1.40, 1.41], [0.02, 3.03, -1.49], [-2.33, 6.25, 0.44], [-0.10, 3.29, 1.18], [3.94, -0.79, 3.04], [-2.45, 1.13, 0.78], [-1.51, -3.76, 2.77], [1.99, 0.66, 0.24], [-1.48, -1.81, -3.63], [2.78, 0.72, 2.26], [0.96, -4.59, -4.60], [-1.22, 1.60, -3.13], [3.23, 2.20, 2.64], [-2.14, 2.57, 1.54], [-5.48, -3.11, 1.07], [1.78, -6.39, -6.47], [-1.38, 2.52, -3.41], [1.75, 0.25, 3.20], [-3.81, 4.51, 1.43], [-4.58, -2.29, -0.88], [-1.56, 0.24, -0.90], [4.60, -1.48, 6.84], [2.16, -5.39, -8.10], [3.84, -4.36, 6.09], [2.96, -3.43, 7.32], [-2.89, -3.75, -0.86], [-0.64, 0.95, 2.40], [2.19, 5.51, 1.62], [-1.78, 1.88, 0.89], [2.37, 7.66, 1.80], [-3.09, -3.91, 0.84], [2.77, -3.42, -8.69], [2.53, 2.56, 3.21], [4.08, -0.17, 2.30], [-4.15, 8.05, 0.02], [0.66, -2.19, -4.79], [-3.29, 6.32, 0.94], [-1.12, -2.35, -0.81]], "mulliken_charge": [0.371, -0.147, 0.342, -0.092, -0.584, -0.147, -0.928, 0.597, -1.377, 0.515, -0.379, 0.552, -0.175, 0.089, 0.010, -0.484, -0.044, 0.148, 0.374, 0.360, 0.395, -0.200, 0.393, -0.627, 1.205, 0.286, -0.139, 0.332, 0.362, 1.679, 0.377, 0.410, -0.022, -0.144, -0.663, -0.631, 0.274, -0.511, -0.659, 0.223, -0.592, -0.135, -0.306, 0.500, 0.346, -0.604, -0.536, -0.127, -0.620, 0.315, 0.048, 0.221, 0.036, -0.673, -0.315, -0.133, 1.060, 0.038, -0.448, -0.509, 0.115, 0.392, -0.112, 0.360, -0.551, -0.081, 0.419, -0.286, 0.357, -0.569, 0.368, 0.355, 0.431, 0.289, -0.393, -0.382, 0.375, 0.517, 0.373, 0.318, -0.531, 0.366, 0.376, -0.569, -0.845], "e_lumo_ev": 0.3050, "gap_ev": 9.16, "smiles": "CCCC[C@H](O[C@](CP(=O)(O)O)(PP(=O)(O)O)[C@H](N)O)S(=O)(=O)F.BrCCBr.BrCCBr.BrCCBr.BrCCBr.BrCCBr", "homo_energy_ev": -8.9}

{"formula": "C18H41BrN2O5PS2", "method": "ωB97M-V/def2-TZVPD", "symbols": ["C", "O", "H", "H", "O", "H", "C", "H", "C", "C", "S", "S", "H", "H", "H", "H", "H", "H", "H", "H", "C", "H", "H", "N", "H", "H", "C", "O", "H", "H", "H", "P", "H", "C", "O", "H", "C", "H", "C", "O", "H", "H", "C", "H", "H", "H", "C", "C", "Br", "H", "H", "H", "H", "H", "H", "C", "H", "H", "N", "H", "C", "H", "H", "C", "C", "H", "C", "H", "H", "C"], "coordinates": [[0.66, 2.20, -0.92], [2.45, 1.47, -5.46], [2.59, 1.89, 2.81], [0.71, 3.24, -0.39], [0.66, 2.70, 2.74], [-2.84, 1.85, -3.72], [2.77, 1.24, -6.82], [-2.56, -5.40, 2.87], [-1.68, -3.81, -1.77], [3.43, -5.61, 6.60], [-2.11, -5.17, -2.69], [-1.35, -2.23, -2.66], [-1.72, 3.31, -4.30], [-2.39, 5.74, -2.15], [1.37, 0.14, 1.66], [-1.19, -4.59, 5.37], [0.01, -2.62, 0.57], [2.85, -6.28, 5.96], [1.08, -0.76, -3.72], [-1.63, 4.97, 3.21], [-3.02, 5.34, -3.01], [3.02, 2.19, -5.15], [-0.87, 3.53, 1.58], [-1.63, -4.00, -0.31], [-4.34, 3.50, -3.18], [0.63, -4.07, 4.07], [-0.80, -3.40, 0.72], [0.82, -4.46, 4.94], [2.54, 0.78, 0.39], [-0.12, -5.69, 6.28], [2.60, -6.22, 8.24], [-0.79, 2.35, -2.18], [-0.47, -6.02, 4.56], [0.74, -0.19, -2.76], [0.43, 1.24, 0.15], [-0.12, 5.99, 2.95], [-0.48, 4.94, 3.29], [3.83, 0.94, -6.91], [1.59, 1.07, 0.99], [3.51, -6.15, 7.91], [1.73, 0.11, -2.28], [-4.04, 5.89, -2.94], [-0.24, 0.93, -3.27], [-3.41, 3.62, -1.59], [-3.24, -5.65, 0.01], [-2.60, 5.56, -4.05], [0.05, 3.89, 2.19], [0.10, -1.38, -1.87], [-2.22, 1.02, -0.89], [2.96, -4.63, 6.63], [4.44, -5.52, 6.20], [-0.15, 4.70, 4.35], [-1.27, 3.46, -1.39], [2.38, 3.13, 1.46], [0.06, 3.29, -2.93], [-3.32, 3.78, -2.72], [2.59, 2.14, -7.41], [-0.18, -1.08, -0.81], [-1.04, -3.85, 2.08], [0.23, 1.39, -4.23], [-2.23, 2.77, -3.42], [1.70, 2.10, -1.42], [0.94, -2.18, -1.77], [-2.46, -4.95, 0.47], [-0.31, -5.23, 5.31], [2.15, 0.43, -7.20], [-2.12, -4.85, 1.97], [-1.20, 0.40, -3.67], [0.70, 4.47, 1.45], [1.84, 2.29, 2.02]], "mulliken_charge": [-0.796, -0.400, 0.310, 0.169, -0.413, 0.282, -0.574, 0.307, 0.124, -0.419, -0.263, -0.045, 0.269, 0.197, 0.161, 0.261, 0.277, 0.187, 0.360, 0.253, -0.949, 0.249, 0.077, 0.232, 0.353, 0.282, -0.096, -0.492, 0.336, 0.256, 0.299, 0.563, 0.227, -0.445, -0.081, 0.249, -1.004, 0.251, -0.393, -0.539, 0.263, 0.309, -0.752, 0.215, 0.283, 0.269, 0.192, -0.333, -0.479, 0.197, 0.269, 0.273, -0.193, 0.351, -0.149, -0.233, 0.259, -0.115, -0.384, 0.174, -0.751, 0.339, 0.578, -0.233, -0.539, 0.216, -0.413, 0.182, 0.160, -0.575], "e_lumo_ev": 1.2350, "gap_ev": 5.73, "total_charge": -1, "homo_energy_ev": -4.5}

{"formula": "C18H41Cl2GeN3PdSSeSi3", "method": "ωB97M-V/def2-TZVPD", "symbols": ["H", "N", "H", "H", "H", "Cl", "N", "H", "C", "Si", "C", "S", "H", "H", "H", "H", "C", "C", "H", "H", "C", "H", "H", "H", "H", "Si", "H", "H", "C", "H", "H", "C", "C", "C", "H", "H", "C", "H", "C", "Si", "N", "H", "C", "H", "H", "C", "H", "H", "Cl", "Se", "H", "C", "Pd", "H", "H", "C", "H", "H", "H", "H", "H", "Ge", "H", "H", "H", "C", "C", "H", "H", "C", "H"], "coordinates": [[0.30, -2.07, -2.56], [1.67, -3.62, 1.02], [1.80, 0.83, -4.85], [2.97, 2.63, -1.18], [1.68, 3.25, -2.23], [2.06, -0.56, 3.94], [-0.01, 5.99, 2.62], [-1.50, 3.77, -0.60], [-2.31, -0.90, -3.33], [1.89, 0.77, -2.44], [-0.69, 4.85, 2.78], [-0.30, -2.10, 1.99], [-0.88, 2.90, -2.01], [-2.33, -1.91, -3.75], [-3.38, 1.77, -2.70], [2.19, -2.82, 1.36], [-3.03, -1.79, -0.40], [0.37, -3.55, 1.27], [2.83, -1.53, -2.27], [3.21, 2.72, -2.91], [1.88, 4.75, 1.87], [2.14, -4.97, -0.54], [-0.73, 2.71, 2.65], [2.91, 4.75, 1.54], [-4.20, 2.47, -1.30], [-2.21, 1.48, -0.51], [0.28, -6.39, 1.76], [2.06, 0.12, 6.19], [1.28, 0.11, 5.43], [-3.49, 0.45, 1.31], [-1.89, 0.89, 1.90], [3.17, -0.52, -2.05], [1.16, 3.56, 2.01], [-2.70, 1.20, 1.25], [0.23, 1.27, -4.22], [0.29, -6.18, -0.01], [-0.16, 3.61, 2.48], [-3.31, -0.48, -3.44], [-1.01, 2.84, -0.93], [-1.78, -1.10, -1.57], [-0.49, -4.53, 1.09], [3.50, -0.47, -1.01], [1.24, 5.94, 2.18], [0.73, -0.44, -4.30], [-1.61, -0.31, -3.93], [2.47, -4.72, 0.46], [-3.20, -2.83, -0.69], [-1.22, -6.46, 0.85], [0.68, 1.73, 5.15], [2.07, 1.99, 1.57], [1.75, 6.89, 2.08], [-0.18, -2.13, -1.59], [0.78, -0.05, 1.62], [2.45, -5.59, 1.11], [-4.36, 0.75, -1.60], [2.47, 2.50, -2.13], [-1.44, -4.28, 1.34], [-1.69, 4.94, 3.17], [4.05, -0.33, -2.67], [0.60, -2.09, -0.80], [-2.67, -1.77, 0.63], [0.20, 0.26, -0.64], [-3.99, -1.29, -0.46], [-0.59, -3.14, -1.47], [0.46, -0.55, 5.69], [-0.25, -5.98, 0.91], [1.06, 0.58, -4.09], [3.50, -4.37, 0.40], [-0.03, 2.85, -0.45], [-3.66, 1.58, -1.66], [-3.12, 2.14, 1.63]], "lowdin_spin": [0.000, 0.000, 0.000, 0.010, 0.000, 0.028, 0.080, 0.000, 0.000, 0.000, -0.011, -0.001, 0.000, 0.000, 0.000, 0.000, 0.000, 0.000, 0.000, 0.001, 0.084, 0.000, 0.001, 0.002, 0.000, 0.000, 0.000, 0.000, 0.001, 0.000, 0.000, 0.000, 0.065, 0.000, 0.000, 0.000, 0.046, 0.000, 0.000, 0.000, 0.000, 0.000, -0.009, 0.000, 0.000, 0.000, 0.000, 0.000, 0.006, 0.622, -0.002, -0.001, 0.061, 0.000, 0.000, 0.013, 0.000, -0.002, 0.000, 0.000, 0.000, 0.003, 0.000, 0.000, 0.000, 0.000, -0.001, 0.000, 0.002, 0.000, 0.000], "e_lumo_ev": [-9.9783, -11.0660], "gap_ev": [7.27, 6.10], "spin_multiplicity": 2, "total_charge": 3, "s2": 0.766, "homo_energy_ev": [-17.3, -17.2]}